No. 1
DFT (wB97M-V/def2-TZVPD) results for an isolated molecule of C6H9N3.

Geometry as XYZ:
```
18
Properties=species:S:1:pos:R:3:forces:R:3
C 2.685 -0.382 -0.215 1.0 -1.0 0.6
C 1.580 0.308 0.091 -3.2 1.1 0.1
C 0.001 -0.009 -0.087 3.4 -3.9 -0.2
C -0.543 -1.317 -0.092 -1.0 3.6 0.0
N -0.012 -2.548 0.038 -0.6 -1.5 0.3
N -1.930 -1.235 -0.113 1.3 -0.5 -0.2
C -2.206 0.048 -0.194 0.8 -2.2 0.1
N -1.105 0.776 -0.191 0.2 2.5 -0.4
C -0.959 2.198 -0.112 -0.8 -0.9 3.8
H 3.709 -0.029 0.093 -1.4 0.1 -0.2
H 2.803 -1.429 -0.589 -0.9 1.1 -0.1
H 1.690 1.283 0.619 0.3 -0.7 -0.6
H 0.879 -2.648 0.477 0.5 0.3 0.2
H -0.759 -2.953 0.593 0.5 -1.2 -0.1
H -3.213 0.299 -0.236 -1.3 1.4 -0.1
H -0.223 2.277 0.697 -0.4 0.9 0.1
H -0.527 2.624 -0.905 1.5 1.3 -3.5
H -1.870 2.739 0.127 -0.1 -0.3 0.1
```
Forces are in eV/Å.

Results
Gap between HOMO and LUMO, eV: 8.34
Total energy, eV: -10836.2760
LUMO level, eV: 0.86
Molecular weight, g/mol: 123.2
HOMO, eV: -7.484
Total charge: 0
Relative energy (zero: lowest compared OMol25 entry of this formula, charge and spin), kcal/mol: 31.15
SMILES string: C=Cc1c(N)ncn1C


No. 2
DFT (wB97M-V/def2-TZVPD) results for an isolated molecule of C6H9N3.

Geometry as XYZ:
```
18
Properties=species:S:1:pos:R:3:forces:R:3
H 1.813 -1.497 -2.654 -0.8 -0.7 0.0
N 1.505 -1.345 -1.697 1.0 1.3 -0.8
C 0.831 -0.362 -1.438 -1.5 1.7 -0.2
N -0.790 0.380 -1.662 -0.6 -0.8 -1.7
C 0.087 0.551 -0.591 2.7 -4.0 2.6
N 0.651 1.836 -0.308 -0.3 0.2 -0.1
C 0.062 2.520 0.575 0.4 -0.2 0.4
C -0.070 -0.602 0.592 -1.1 2.7 0.2
C 0.715 -0.503 1.654 -0.4 0.2 0.4
C -1.168 -1.587 0.385 0.1 0.0 0.0
H -0.992 1.265 -2.112 0.4 0.0 -0.4
H -0.708 2.122 1.241 -0.2 0.0 -0.2
H 0.433 3.520 0.770 -0.1 0.1 0.0
H 1.457 0.274 1.751 0.1 0.1 -0.1
H 0.495 -1.063 2.553 0.4 -0.5 -0.1
H -1.325 -2.169 1.293 0.0 0.0 -0.1
H -0.913 -2.259 -0.437 0.0 -0.1 0.0
H -2.083 -1.079 0.085 0.0 0.0 0.1
```
Forces are in eV/Å.

Results
Gap between HOMO and LUMO (alpha / beta), eV: 8.04 / 8.04
Total energy, eV: -10832.5429
LUMO level (alpha / beta), eV: 0.32 / 0.32
Molecular weight, g/mol: 123.2
HOMO (alpha / beta), eV: -7.714 / -7.715
Total charge: 0
Relative energy (zero: lowest compared OMol25 entry of this formula, charge and spin), kcal/mol: 117.24
SMILES string: [H]/N=C1\N[C@@]1(N=C)C(=C)C


No. 3
DFT (wB97M-V/def2-TZVPD) results for a cluster of 3 separate species, C6H9N3O2 in total.

Geometry as XYZ:
```
20
Properties=species:S:1:pos:R:3:forces:R:3
C -1.655 -3.207 -0.531 -3.6 -0.4 0.2
C -0.988 -1.961 -0.162 4.5 0.6 3.6
C 0.610 -1.948 0.850 -4.0 0.8 -3.4
N 1.319 -0.915 0.587 -0.4 -2.0 1.0
C 0.890 0.116 -0.168 0.3 0.3 0.4
C -0.451 0.296 -0.314 0.5 2.5 -0.5
N -1.231 -0.756 -0.437 -2.1 -1.6 -0.5
H -0.972 -3.941 -0.916 0.2 -0.4 0.2
H -2.451 -3.023 -1.295 0.9 0.1 0.1
H -2.387 -3.631 0.294 2.1 0.6 -1.0
H 0.544 -2.547 1.731 0.9 -0.3 0.5
H 1.681 0.770 -0.449 0.0 0.8 -0.2
H -0.938 1.310 -0.330 1.1 -1.5 -0.6
O 5.632 2.628 -0.291 0.3 0.0 0.0
C 4.502 2.538 -0.512 0.5 0.1 0.2
O 3.372 2.464 -0.720 -0.8 -0.1 -0.2
N -2.124 3.072 0.643 -0.9 -0.4 -1.9
H -2.080 2.149 0.195 -0.4 0.9 0.5
H -1.876 2.956 1.574 0.4 -0.4 2.2
H -1.396 3.631 0.250 0.4 0.4 -0.5
```
Forces are in eV/Å.

Results
Gap between HOMO and LUMO, eV: 8.89
Total energy, eV: -14930.5084
LUMO level, eV: 0.38
Molecular weight, g/mol: 155.2
HOMO, eV: -8.509
Total charge: 0
Relative energy (zero: lowest compared OMol25 entry of this formula, charge and spin), kcal/mol: 84.91
SMILES string: Cc1cnccn1.O=C=O.N